[1]
# C4H5N

An isolated molecule of C4H5N at a distorted geometry (ωB97M-V with the def2-TZVPD basis set, the Open Molecules 2025 dataset).

**Energy**: -210.0505 Ha
**F_max**: 4.1 eV/A
**HOMO energy**: -9.8 eV
**SMILES**: C=CC1=NC1
**ΔE to the lowest compared entry with this formula, charge and spin**: 297.2 kJ/mol

Each line ends with the Löwdin charge.
Element x y z (Å)
C 0.2638 -0.1865 -1.8545  0.06
C -0.3034 -0.6380 -0.7550  -0.11
C -0.1289 -0.2808 0.6182  -0.36
N -0.2826 -0.7300 1.7843  0.15
C -0.0170 0.8066 1.6246  -0.10
H 0.1646 -0.6152 -2.7470  0.02
H 0.9163 0.6303 -1.9569  0.06
H -0.9350 -1.5741 -0.7067  0.13
H 1.0483 1.1054 1.9027  0.08
H -0.7262 1.4821 2.0902  0.07

[2]
# C32H44N5O2P2RuSSe2

A structure of composition C32H44N5O2P2RuSSe2 (ωB97M-V with the def2-TZVPD basis set, the Open Molecules 2025 dataset).

**Energy**: -7648.7673 Ha
**F_max**: 0.5 eV/A
**HOMO energy (spin up / spin down)**: -3.4 / -4.5 eV
**Spin multiplicity**: 5
**ΔE to the lowest compared entry with this formula, charge and spin**: 0.0 kJ/mol
**Charge**: -1

Each line ends with the Mulliken spin population.
Element x y z (Å)
Ru 0.6976 -0.7238 -0.1255  3.64
O 1.1164 -0.0843 2.1269  0.02
N 2.3416 0.2040 2.4944  -0.01
C 2.5958 0.1494 3.8216  0.00
C 3.8208 0.4539 4.3441  0.01
C 4.8401 0.8179 3.4588  0.00
C 4.5758 0.8507 2.1166  -0.01
C 3.3071 0.5412 1.5815  0.01
S 2.9663 0.5655 -0.0866  0.09
H 1.7390 -0.1599 4.4005  0.00
H 3.9734 0.3901 5.4101  0.00
H 5.8284 1.0593 3.8241  0.00
H 5.3412 1.1118 1.4003  0.00
Se 0.5933 -0.2736 -2.8843  0.12
P -1.5181 -0.5139 -2.6322  0.04
Se -2.1610 -0.7464 -0.6024  0.09
C -2.4306 0.8641 -3.4394  -0.02
C -3.6844 1.2462 -2.9797  0.00
C -4.3932 2.2496 -3.6255  0.00
C -3.8493 2.8797 -4.7348  0.00
C -2.5926 2.5054 -5.1943  0.00
C -1.8870 1.5026 -4.5494  0.00
C -2.1246 -1.9189 -3.6489  -0.01
C -3.4464 -2.3371 -3.5173  0.00
C -3.9341 -3.3686 -4.2992  0.00
C -3.0999 -4.0008 -5.2152  0.00
C -1.7803 -3.5989 -5.3382  0.00
C -1.2927 -2.5577 -4.5567  0.00
H -4.0858 0.7676 -2.0928  0.00
H -5.3662 2.5447 -3.2548  0.00
H -4.3982 3.6668 -5.2360  0.00
H -2.1585 3.0018 -6.0520  0.00
H -0.8947 1.2275 -4.8880  -0.01
H -4.0870 -1.8653 -2.7813  0.00
H -4.9616 -3.6901 -4.1882  0.00
H -3.4790 -4.8141 -5.8218  0.00
H -1.1223 -4.0971 -6.0383  0.00
H -0.2595 -2.2443 -4.6339  0.00
C -1.0967 3.2732 3.7477  0.00
N -0.8853 2.4135 2.6079  0.00
C -1.6430 1.1724 2.6528  0.01
P -0.3635 2.9462 1.1276  0.01
O -0.0296 1.8295 0.2275  0.03
N -1.4633 3.9457 0.3825  0.00
C -2.2260 3.4610 -0.7529  0.00
C -2.0296 5.0942 1.0459  0.00
N 0.8638 3.9881 1.5481  0.00
C 1.9158 3.4756 2.4177  0.00
C 1.4225 4.8023 0.4769  0.00
H -0.7805 2.7572 4.6603  0.00
H -2.1536 3.5448 3.8653  0.00
H -0.5131 4.1858 3.6553  0.00
H -1.4270 0.6535 3.5893  0.00
H -1.3422 0.5267 1.8310  -0.01
H -2.7227 1.3594 2.5945  0.00
H -1.7681 2.5524 -1.1338  0.00
H -2.2501 4.2139 -1.5471  0.00
H -3.2598 3.2310 -0.4684  0.00
H -1.3434 5.4809 1.7974  0.00
H -2.9877 4.8656 1.5303  0.00
H -2.2094 5.8913 0.3169  0.00
H 1.5215 2.7170 3.0908  0.00
H 2.3343 4.2948 3.0096  0.00
H 2.7178 3.0225 1.8263  0.00
H 0.6366 5.1263 -0.2022  0.00
H 2.1657 4.2360 -0.0944  0.00
H 1.9030 5.6859 0.9051  0.00
C 3.5778 -4.8244 2.7432  0.00
N 3.1754 -3.4762 2.4222  0.00
C 3.8657 -3.0219 1.2323  0.01
C 1.7253 -3.2838 2.3214  0.05
C 1.0754 -3.8164 1.0614  -0.15
C 0.8646 -5.1970 0.9934  -0.02
C 0.3300 -5.7978 -0.1343  0.02
C -0.0043 -4.9924 -1.2133  0.00
C 0.1769 -3.6208 -1.1256  -0.06
C 0.7043 -2.9670 0.0012  0.18
H 4.6497 -4.8379 2.9602  0.00
H 3.4003 -5.5450 1.9276  0.00
H 3.0479 -5.1748 3.6319  0.00
H 4.9307 -2.8963 1.4463  0.00
H 3.4641 -2.0662 0.8960  -0.01
H 3.7627 -3.7259 0.3915  0.00
H 1.5201 -2.2153 2.3929  -0.05
H 1.2836 -3.7666 3.2001  0.00
H 1.1123 -5.8095 1.8531  0.00
H 0.1702 -6.8690 -0.1646  0.00
H -0.4253 -5.4232 -2.1147  0.00
H -0.1232 -3.0241 -1.9928  0.00

[3]
# C23H25Br2ClF4N4O9P2Tl

A structure of composition C23H25Br2ClF4N4O9P2Tl at a distorted geometry (ωB97M-V with the def2-TZVPD basis set, the Open Molecules 2025 dataset).

**Energy**: -8650.8338 Ha
**F_max**: 1.4 eV/A
**HOMO energy**: -4.7 eV
**ΔE to the lowest compared entry with this formula, charge and spin**: 103.3 kJ/mol
**Charge**: -1

Each line ends with the Löwdin charge.
Element x y z (Å)
Tl 0.0203 0.1553 0.0610  1.20
C 0.8615 3.2663 1.4718  -0.08
N -0.4192 2.6772 1.1138  -0.31
C -1.3177 2.7845 2.2493  -0.08
C -0.9977 3.3141 -0.0573  -0.19
C -0.2054 2.9981 -1.3530  -0.20
N 0.7515 1.9560 -1.1099  -0.08
C 1.9068 1.8630 -1.7723  -0.20
C 2.9594 1.0955 -1.2062  -0.16
F 2.7380 0.4985 -0.0049  0.06
C 4.1666 0.8951 -1.8342  -0.23
F 5.1146 0.1281 -1.2509  0.08
C 4.4546 1.4996 -3.0489  0.02
C 3.4695 2.2925 -3.6099  -0.23
F 3.7239 2.9167 -4.7800  0.07
C 2.2359 2.4705 -3.0096  -0.13
F 1.3219 3.2438 -3.6555  0.06
H 0.7272 4.3003 1.8208  0.09
H 1.5358 3.2626 0.6231  0.08
H 1.3090 2.6675 2.2592  0.05
H -1.5244 3.8400 2.4894  0.10
H -0.8558 2.3201 3.1157  0.07
H -2.2544 2.2687 2.0527  0.08
H -1.0466 4.4083 0.0768  0.12
H -2.0221 2.9515 -0.1383  0.09
H 0.3196 3.9057 -1.6715  0.12
H -0.9063 2.7220 -2.1538  0.11
H 5.3908 1.3292 -3.5488  0.12
Br 2.6307 -1.3955 -4.3768  0.80
C 2.4338 -2.4112 -2.7892  -0.58
C 3.0370 -3.6513 -2.6923  -0.18
C 2.8768 -4.3893 -1.5445  -0.64
Br 3.7354 -6.0830 -1.4350  0.72
C 2.1059 -3.9231 -0.4684  -0.18
C 1.8426 -4.6596 0.7039  -0.03
C 1.0591 -4.1126 1.6805  -0.02
C 0.5613 -2.8166 1.5097  -0.11
N 0.8045 -2.1110 0.4352  0.08
C 1.5266 -2.6255 -0.5661  -0.12
C 1.6648 -1.8271 -1.7677  -0.42
O 1.1402 -0.6884 -1.8868  -0.15
H 3.6238 -4.0367 -3.5137  0.09
H 2.2490 -5.6556 0.8117  0.07
H 0.8178 -4.6544 2.5818  0.11
H -0.0553 -2.3747 2.2738  0.09
N -4.9627 -2.0084 0.2547  0.14
C -4.0496 -1.2752 -0.6603  -0.51
C -4.6598 -1.1078 -2.0239  -0.08
P -3.7270 0.3286 0.2442  0.37
O -4.0119 1.4837 -0.8530  -0.13
O -4.8144 0.3276 1.2692  -0.29
O -2.3082 0.4567 0.7026  -0.35
P -2.4315 -2.2036 -0.6387  0.29
O -2.3107 -2.3575 0.9695  -0.17
O -2.6523 -3.5364 -1.2226  -0.28
O -1.4037 -1.2763 -1.2205  -0.32
H -5.2300 -1.2167 0.9418  0.11
H -4.3909 -2.7265 0.7229  0.14
H -5.7562 -2.4358 -0.2230  0.16
H -5.5468 -0.4716 -1.9832  0.09
H -4.9044 -2.0779 -2.4591  0.09
H -3.9246 -0.6394 -2.6726  0.09
H -3.2109 1.5960 -1.3693  0.06
H -1.9703 -1.5796 1.4483  0.02
Cl 1.5800 1.4920 4.7899  0.59
C 0.4022 0.1868 4.6276  -0.48
C 0.0052 -0.0995 3.1559  -0.76
O -1.0416 -0.7168 2.9918  -0.01
O 0.8246 0.2664 2.2832  -0.09
H -0.4812 0.4472 5.2089  0.08
H 0.8642 -0.7128 5.0351  0.08

[4]
# C33H73O3P2

A structure of composition C33H73O3P2 at a distorted geometry (ωB97M-V with the def2-TZVPD basis set, the Open Molecules 2025 dataset).

**Energy**: -2209.3379 Ha
**F_max**: 8.9 eV/A
**HOMO energy**: -10.2 eV
**ΔE to the lowest compared entry with this formula, charge and spin**: 222.6 kJ/mol
**Charge**: +1

Each line ends with the Löwdin charge.
Element x y z (Å)
C 3.9635 2.0287 -0.9694  -0.06
C 3.9053 1.2480 -2.3893  -0.21
C 2.6006 0.5517 -2.7390  -0.28
C 2.5441 0.1130 -4.2011  -0.23
P 0.9744 -0.8971 -4.5617  1.07
C 0.8172 -2.0638 -3.1967  -0.26
C 2.0781 -2.9052 -2.8660  -0.23
C 2.0941 -3.4522 -1.4179  -0.27
C 0.9831 -4.3679 -0.9870  -0.09
C 1.0634 -1.9447 -6.0818  -0.26
C 0.2443 -3.2056 -5.9683  -0.26
C 0.0930 -3.9570 -7.3105  -0.23
C 1.3651 -4.4182 -8.0967  -0.09
C -0.3942 0.2506 -4.5196  -0.27
C -1.5595 -0.2256 -5.3698  -0.25
C -2.8155 0.6463 -5.2415  -0.25
C -3.3847 0.8031 -3.8566  -0.11
H 3.0201 2.5581 -0.8363  0.05
H 4.8045 2.7015 -0.8013  0.06
H 4.0013 1.3365 -0.1283  0.06
H 4.6733 0.4860 -2.5220  0.10
H 4.1044 1.8977 -3.2416  0.10
H 1.7978 1.2637 -2.5477  0.11
H 2.3829 -0.3372 -2.1470  0.09
H 3.3242 -0.6122 -4.4325  0.08
H 2.5343 0.9850 -4.8551  0.10
H -0.0577 -2.6651 -3.4439  0.09
H 0.5489 -1.5341 -2.2826  0.09
H 3.0869 -2.5346 -3.0480  0.11
H 2.1950 -3.8142 -3.4561  0.10
H 2.2475 -2.5826 -0.7790  0.10
H 3.0313 -3.9953 -1.2966  0.11
H 1.2710 -5.4114 -1.1150  0.08
H 0.0012 -4.2094 -1.4329  0.07
H 0.8900 -4.2967 0.0967  0.07
H 2.0904 -2.3068 -6.0341  0.10
H 0.9857 -1.3708 -7.0052  0.11
H -0.7577 -2.9574 -5.6183  0.09
H 0.7494 -3.8562 -5.2543  0.10
H -0.5445 -3.3582 -7.9610  0.10
H -0.4971 -4.8689 -7.2195  0.10
H 1.2054 -5.0008 -9.0040  0.07
H 1.9986 -4.9360 -7.3765  0.07
H 1.9750 -3.5889 -8.4549  0.06
H -0.0203 1.2092 -4.8793  0.11
H -0.7032 0.5143 -3.5082  0.09
H -1.8763 -1.1440 -4.8756  0.10
H -1.2763 -0.4247 -6.4034  0.11
H -3.6041 0.3355 -5.9268  0.11
H -2.4199 1.5852 -5.6290  0.11
H -2.7948 1.4428 -3.2003  0.06
H -3.4793 -0.1497 -3.3357  0.08
H -4.3416 1.3242 -3.8888  0.08
C -0.7977 1.9262 8.6832  -0.12
C -0.6370 2.9486 7.5860  -0.25
C -1.2709 2.4000 6.2256  -0.21
C -0.4451 1.2080 5.6160  -0.26
P -0.9295 0.7773 3.8751  1.08
C -2.7510 0.2157 3.8925  -0.22
C -3.8041 1.3514 3.6713  -0.23
C -5.1837 0.7420 3.3521  -0.26
C -6.2182 1.7375 2.8238  -0.11
C -0.7722 2.2921 2.8944  -0.26
C 0.6821 2.7462 2.6292  -0.24
C 0.8203 4.0485 1.9047  -0.27
C 2.1905 4.6107 1.6798  -0.10
C 0.2069 -0.5468 3.2696  -0.24
C 1.4802 -0.5076 4.1279  -0.25
C 2.6439 -1.2833 3.4439  -0.27
C 2.3288 -2.7087 3.2650  -0.12
H 0.0305 1.2215 8.6081  0.07
H -1.7372 1.3773 8.6189  0.08
H -0.7589 2.4566 9.6346  0.08
H 0.4170 3.1933 7.4545  0.10
H -1.1240 3.8948 7.8223  0.10
H -1.2656 3.2467 5.5392  0.09
H -2.3284 2.1581 6.3315  0.09
H -0.6372 0.3072 6.1987  0.09
H 0.6301 1.3550 5.7179  0.08
H -2.8573 -0.3684 4.8066  0.09
H -2.7703 -0.5084 3.0780  0.07
H -3.5762 1.9309 2.7767  0.10
H -3.8613 1.9312 4.5925  0.10
H -5.5736 0.4055 4.3127  0.11
H -5.1011 -0.0583 2.6167  0.11
H -6.3633 2.6460 3.4083  0.08
H -7.2310 1.3348 2.8062  0.07
H -6.0473 1.8746 1.7561  0.07
H -1.3883 3.0597 3.3628  0.08
H -1.4343 2.0790 2.0552  0.08
H 1.1356 2.0371 1.9366  0.10
H 1.3198 2.4694 3.4688  0.10
H 0.0792 4.7146 2.3465  0.11
H 0.4020 3.8948 0.9099  0.12
H 2.1900 5.4899 1.0356  0.08
H 2.8606 3.9093 1.1827  0.06
H 2.6798 5.0035 2.5711  0.08
H 0.4603 -0.4539 2.2135  0.08
H -0.3990 -1.4458 3.3822  0.10
H 1.2624 -0.8554 5.1377  0.11
H 1.8315 0.5112 4.2917  0.08
H 3.5448 -1.2349 4.0555  0.11
H 2.9434 -0.8058 2.5110  0.11
H 1.5862 -2.9481 2.5038  0.07
H 2.1021 -3.1052 4.2546  0.09
H 3.2619 -3.1206 2.8806  0.08
O -1.7906 0.2830 -1.2730  0.12
C -1.1189 0.1859 -0.1966  -0.93
O -1.7457 -0.2192 0.7891  -0.03
O 0.1122 0.4538 -0.1516  -0.05
H -2.4017 -0.1469 -0.6702  0.08